[1]
{"formula": "C35H63Br11ClNO6S", "method": "ωB97M-V/def2-TZVPD", "elements": ["C", "C", "O", "C", "C", "C", "C", "C", "O", "S", "O", "O", "C", "C", "C", "N", "C", "C", "C", "Cl", "C", "C", "O", "C", "C", "Br", "C", "C", "Br", "C", "C", "C", "C", "C", "C", "C", "C", "O", "Br", "H", "H", "H", "H", "H", "H", "H", "H", "H", "H", "H", "H", "H", "H", "H", "H", "H", "H", "H", "H", "H", "H", "H", "H", "H", "H", "H", "H", "H", "H", "H", "H", "H", "H", "H", "H", "H", "H", "H", "H", "H", "H", "H", "H", "H", "H", "H", "Br", "C", "C", "Br", "H", "H", "H", "H", "Br", "C", "C", "Br", "H", "H", "H", "H", "Br", "C", "C", "Br", "H", "H", "H", "H", "Br", "C", "C", "Br", "H", "H", "H", "H"], "xyz": [[-2.43378, -0.87563, 2.92619], [-2.12219, -1.39561, 1.52267], [-0.82059, -0.96360, 1.15397], [-0.22228, -1.63530, 0.05564], [0.26662, -2.97077, 0.73050], [-0.40645, -4.30165, 0.31753], [0.14654, -4.95099, -0.94948], [-0.13981, -5.27889, 1.48048], [-1.24729, -2.01107, -0.86202], [-1.55615, -1.59292, -2.37706], [-2.96252, -1.34614, -2.31466], [-1.04192, -2.62907, -3.21442], [-0.69462, 0.01327, -2.74029], [-1.87959, 0.94167, -3.16766], [-2.46705, 0.80868, -4.57729], [-2.88100, -0.52354, -4.99427], [0.28423, 0.06607, -3.94007], [0.29108, -0.95288, -5.07616], [1.39266, -0.55190, -6.06017], [1.72381, -1.83167, -7.24470], [0.05554, 0.54175, -1.41961], [-1.08578, 1.06269, -0.50079], [-0.55005, 1.67521, 0.64249], [-1.52127, 2.16289, 1.54453], [0.88262, 1.87557, -1.73010], [-0.13005, 3.52931, -1.77064], [2.17494, 2.10119, -1.99502], [3.29038, 1.11739, -2.08186], [2.87741, 3.81834, -2.35498], [0.84630, -0.67884, -0.64597], [1.64807, -1.76824, -1.47439], [2.68246, -1.77278, -2.62303], [3.03797, -3.24407, -2.96538], [3.66548, -3.29093, -4.37739], [4.02264, -3.81795, -1.94479], [1.66847, -0.04140, 0.49950], [2.80260, -0.82068, 1.08438], [3.82075, -1.02723, 0.58885], [2.52616, -1.38854, 2.92727], [-1.52004, -0.51446, 3.39175], [-2.85158, -1.66261, 3.54627], [-3.12232, -0.03913, 2.87149], [-2.19204, -2.48319, 1.52733], [-2.86124, -1.01965, 0.81342], [0.04178, -2.86470, 1.78793], [1.33573, -3.15321, 0.71685], [-1.48697, -4.18535, 0.27890], [0.16480, -6.03454, -0.83612], [1.17703, -4.65246, -1.08906], [-0.43538, -4.72981, -1.84082], [0.93007, -5.48548, 1.54821], [-0.64161, -6.22561, 1.28849], [-0.48347, -4.88908, 2.43698], [-1.47898, 1.94816, -3.14835], [-2.69197, 0.92627, -2.45312], [-3.31004, 1.50674, -4.58170], [-1.79003, 1.20859, -5.33145], [-3.85363, -0.71485, -4.81547], [-2.69867, -0.68492, -5.97206], [1.30304, 0.17864, -3.58875], [0.10531, 1.03686, -4.40799], [0.47993, -1.96417, -4.73656], [-0.62757, -0.93211, -5.64779], [1.06632, 0.30000, -6.65364], [2.31878, -0.26823, -5.56610], [-1.81877, 0.29513, -0.27521], [-1.65930, 1.81101, -1.02776], [-1.24701, 1.86547, 2.55429], [-1.57642, 3.25223, 1.49166], [-2.51461, 1.76777, 1.32691], [3.28751, 0.35694, -1.31758], [4.24074, 1.63353, -1.97405], [3.32759, 0.68517, -3.07621], [0.93293, -2.53250, -1.75938], [2.23915, -2.28188, -0.72725], [3.63510, -1.37883, -2.28257], [2.45361, -1.28375, -3.55945], [2.13374, -3.84258, -3.01637], [4.50384, -3.98532, -4.40506], [4.06637, -2.32201, -4.67548], [2.94952, -3.61985, -5.12237], [3.53223, -4.08514, -1.00624], [4.79836, -3.08819, -1.72142], [4.48073, -4.72988, -2.32040], [1.03043, 0.29180, 1.30086], [2.15669, 0.86546, 0.14962], [-4.00135, 5.09250, 0.99156], [-2.77324, 5.62348, -0.41964], [-3.23846, 6.85748, -1.14460], [-4.70657, 6.47604, -2.35781], [-2.67702, 4.76945, -1.08191], [-1.82123, 5.80824, 0.07397], [-2.43815, 7.25385, -1.76503], [-3.58870, 7.62648, -0.46411], [-2.81589, 1.75466, 5.08924], [-1.74500, 2.20325, 6.64864], [-0.27300, 2.13438, 6.34144], [0.35695, 0.29806, 6.21670], [-2.03801, 1.51524, 7.43423], [-2.02705, 3.21640, 6.92701], [0.30259, 2.59242, 7.14216], [-0.03015, 2.61163, 5.39773], [-4.79173, 8.78326, 5.78463], [-3.14098, 8.61860, 4.77349], [-3.19177, 7.47655, 3.79388], [-3.00344, 5.75209, 4.66744], [-2.34229, 8.50301, 5.49808], [-3.02324, 9.56239, 4.24641], [-2.36084, 7.54191, 3.09479], [-4.12532, 7.44089, 3.24308], [2.72239, -5.12909, 4.35715], [3.58686, -3.86324, 5.55155], [3.14052, -4.03857, 6.97749], [1.35379, -3.32360, 7.25980], [3.36032, -2.87272, 5.17437], [4.65350, -4.05161, 5.45661], [3.79009, -3.48090, 7.64776], [3.11245, -5.08058, 7.27691]], "forces_ev_per_angstrom": [[0.3, 0.1, -0.4], [-0.2, -0.2, 0.6], [0.0, 0.5, -0.6], [0.0, -0.2, 1.1], [-0.3, -0.5, -0.3], [0.4, -0.4, 0.7], [-0.3, 0.0, 0.0], [0.0, 0.1, -0.2], [0.1, 0.3, -0.4], [-0.1, 0.0, 0.0], [0.0, -0.2, 0.0], [0.0, -0.1, 0.1], [-0.2, 0.5, -0.2], [0.1, 0.2, 0.0], [-0.4, 0.0, -0.2], [0.2, -0.1, 0.0], [0.3, -0.1, -0.2], [0.6, 0.1, -0.4], [-0.4, 0.5, 0.1], [0.1, -0.2, -0.1], [-0.7, 0.2, 0.4], [-0.1, 0.3, 0.1], [0.2, -0.2, 0.0], [0.0, 0.1, 0.0], [0.0, -0.1, -0.2], [-0.2, -0.1, 0.1], [0.0, -0.5, 0.2], [0.5, 0.2, -0.1], [0.2, 0.4, -0.1], [0.0, -0.2, -0.2], [0.2, -0.1, -0.3], [0.3, -0.6, 0.2], [0.5, 0.4, -0.5], [0.2, -0.1, 0.3], [-0.5, -0.2, 0.2], [0.0, 0.5, 0.2], [-2.4, 0.5, 1.0], [3.0, -0.7, -1.5], [-0.2, 0.0, 0.5], [0.1, -0.1, 0.1], [-0.1, 0.0, 0.1], [-0.1, 0.0, 0.1], [0.1, -0.1, -0.2], [0.0, -0.1, -0.2], [0.0, 0.3, 0.0], [0.2, 0.2, -0.2], [-0.1, 0.2, -0.3], [-0.1, -0.1, 0.0], [0.3, 0.1, -0.2], [0.1, 0.2, -0.1], [0.1, 0.0, 0.1], [-0.1, -0.1, 0.0], [0.0, 0.0, 0.1], [0.0, 0.2, 0.0], [-0.1, -0.2, 0.1], [0.0, 0.1, 0.0], [0.2, -0.1, 0.1], [0.0, -0.1, 0.2], [-0.1, 0.1, -0.1], [0.0, -0.3, 0.3], [-0.1, 0.1, 0.1], [-0.1, -0.1, 0.1], [-0.2, -0.3, 0.2], [0.1, 0.1, 0.1], [0.2, -0.2, 0.0], [0.2, -0.2, 0.1], [0.0, 0.1, -0.2], [0.0, 0.0, 0.0], [0.0, 0.1, 0.0], [-0.1, -0.1, 0.0], [-0.2, -0.2, -0.1], [0.0, 0.1, 0.1], [-0.1, -0.2, -0.1], [-0.3, 0.1, -0.2], [-0.1, 0.0, 0.3], [0.0, 0.3, 0.0], [-0.4, 0.2, 0.1], [-0.2, -0.2, 0.2], [0.0, -0.1, 0.0], [0.0, 0.1, -0.1], [-0.1, 0.1, -0.2], [0.0, 0.1, 0.1], [0.2, 0.0, 0.0], [0.1, -0.1, 0.0], [-0.4, -0.1, 0.0], [0.0, 0.0, -0.1], [0.0, 0.0, -0.1], [0.0, 0.0, 0.1], [0.0, 0.0, -0.1], [0.0, 0.0, 0.0], [0.0, 0.0, 0.0], [0.0, 0.0, 0.0], [0.0, 0.0, 0.0], [0.0, 0.0, 0.0], [0.0, 0.1, 0.2], [-0.1, 0.1, -0.1], [0.1, -0.1, 0.1], [0.0, 0.0, -0.1], [0.0, 0.0, 0.0], [0.0, 0.0, 0.0], [0.0, 0.0, 0.0], [0.0, 0.1, 0.0], [0.0, 0.0, 0.0], [-0.1, 0.1, 0.0], [0.1, -0.1, 0.0], [0.0, 0.0, 0.0], [0.0, 0.0, 0.0], [0.0, 0.0, 0.0], [0.0, 0.0, 0.0], [0.0, 0.0, 0.0], [0.0, 0.1, 0.0], [0.0, -0.1, -0.1], [-0.1, 0.1, 0.0], [0.0, 0.0, 0.0], [0.0, 0.0, 0.0], [0.0, 0.0, 0.0], [0.0, 0.0, 0.0], [0.0, 0.0, 0.0]], "energy_ha": -31050.01489, "fmax_ev_per_a": 3.43}

[2]
{"formula": "C35H63N2", "method": "ωB97M-V/def2-TZVPD", "elements": ["C", "C", "C", "C", "N", "N", "C", "C", "C", "C", "C", "C", "C", "C", "C", "C", "C", "C", "C", "C", "C", "C", "C", "C", "C", "C", "C", "C", "C", "C", "C", "C", "C", "C", "C", "C", "C", "H", "H", "H", "H", "H", "H", "H", "H", "H", "H", "H", "H", "H", "H", "H", "H", "H", "H", "H", "H", "H", "H", "H", "H", "H", "H", "H", "H", "H", "H", "H", "H", "H", "H", "H", "H", "H", "H", "H", "H", "H", "H", "H", "H", "H", "H", "H", "H", "H", "H", "H", "H", "H", "H", "H", "H", "H", "H", "H", "H", "H", "H", "H"], "xyz": [[-4.02123, -2.53716, 5.63828], [-2.84935, -1.87806, 5.33466], [-1.97162, -2.42334, 4.13434], [-0.41329, -2.03180, 4.21624], [0.10076, -1.78654, 2.80719], [1.43894, -2.20487, 2.64166], [2.33994, -1.06421, 2.30573], [2.52137, 0.01177, 3.44783], [2.81667, 1.41356, 2.72240], [-0.94965, -2.36616, 1.88181], [-0.92689, -1.77380, 0.42764], [-0.18597, -2.64283, -0.63816], [-0.94610, -3.09015, -1.83592], [-0.29158, -3.87573, -2.89546], [1.13805, -4.25104, -2.84854], [1.84601, -5.04960, -3.99790], [1.88220, -3.83019, -1.65510], [1.22263, -3.03940, -0.59189], [-2.26346, -1.88210, 2.67451], [-3.66450, -2.12441, 1.99796], [-4.47967, -0.74837, 1.93348], [-4.99515, -0.47481, 0.44662], [-5.61204, 0.96380, 0.28855], [-4.61564, 2.02445, -0.32767], [-3.96046, 1.59795, -1.69783], [-2.48087, 2.10902, -1.91334], [-1.51811, 1.88781, -0.66974], [-0.76053, 3.26873, -0.39278], [0.49597, 3.27542, -1.39432], [0.90564, 4.75025, -1.78128], [1.40978, 4.94461, -3.27543], [2.09480, 3.68321, -3.93006], [3.55764, 3.37196, -3.36008], [3.57339, 2.28822, -2.21279], [4.97549, 1.53236, -2.05501], [4.81885, -0.04468, -2.09852], [5.43608, -0.71520, -0.78893], [-4.70803, -2.94733, 4.85161], [-4.28140, -2.67473, 6.71683], [-2.56126, -0.96991, 5.92834], [-2.05858, -3.54635, 4.20471], [-0.29182, -1.02425, 4.69207], [0.08052, -2.83380, 4.81625], [0.03754, -0.78542, 2.54449], [1.81186, -2.63715, 3.49135], [3.32639, -1.51781, 1.99539], [1.92140, -0.60514, 1.35829], [1.54862, 0.16891, 3.99705], [3.38056, -0.23504, 4.11874], [3.92191, 1.59386, 2.61610], [2.37181, 2.28304, 3.27237], [2.39708, 1.43648, 1.67762], [-0.86445, -3.48653, 1.94724], [-1.95799, -1.57781, 0.01443], [-0.41639, -0.75781, 0.42103], [-2.03008, -2.81507, -1.94060], [-0.84695, -4.21659, -3.81027], [2.96466, -4.98071, -3.87391], [1.62855, -4.50983, -4.96732], [1.47654, -6.09916, -4.10254], [2.97331, -4.07526, -1.56135], [1.87082, -2.75039, 0.26556], [-2.06730, -0.77592, 2.77934], [-4.25157, -2.78067, 2.70635], [-3.62218, -2.62129, 0.99593], [-3.84744, 0.14150, 2.20041], [-5.34661, -0.73807, 2.65701], [-5.84095, -1.21106, 0.29604], [-4.18049, -0.71945, -0.28182], [-6.55300, 0.96741, -0.33440], [-5.91993, 1.35285, 1.30575], [-3.88828, 2.31895, 0.47378], [-5.22704, 2.95243, -0.54124], [-3.97306, 0.49795, -1.90946], [-4.58632, 2.07385, -2.51218], [-2.05306, 1.49270, -2.76240], [-2.42075, 3.17607, -2.27977], [-0.69503, 1.15959, -0.94943], [-2.01974, 1.46766, 0.24122], [-0.43431, 3.38893, 0.67484], [-1.45461, 4.13571, -0.60620], [0.19121, 2.63262, -2.25559], [1.33624, 2.83515, -0.78296], [1.63855, 5.22143, -1.06339], [-0.03394, 5.37554, -1.68115], [2.18666, 5.76782, -3.24474], [0.59732, 5.34306, -3.95202], [2.26472, 3.94834, -5.01846], [1.46844, 2.75509, -3.93767], [4.11092, 2.90721, -4.23526], [4.12746, 4.30922, -3.11436], [2.70652, 1.56963, -2.25699], [3.43419, 2.85694, -1.24112], [5.63234, 1.94567, -2.87482], [5.46109, 1.85682, -1.08740], [3.73174, -0.32811, -2.21425], [5.42054, -0.40021, -2.98655], [6.48505, -0.33318, -0.61740], [4.82456, -0.42933, 0.11773], [5.43536, -1.83772, -0.91901]], "forces_ev_per_angstrom": [[1.1, 0.8, 0.1], [-0.9, -0.9, -0.7], [0.0, 0.9, -0.7], [-1.9, 0.9, 1.6], [-0.8, -0.5, 0.2], [1.8, 0.0, -0.4], [0.2, 0.1, -0.4], [-0.2, 1.2, -1.6], [0.3, 0.0, 0.0], [-2.0, -0.4, -0.3], [1.3, -0.1, -0.7], [0.6, -1.6, -2.3], [2.2, -0.6, 0.1], [1.2, 0.4, 1.2], [-0.7, 0.9, 1.9], [-0.3, 1.3, 0.0], [-2.2, 0.8, -0.3], [-0.5, -0.6, -1.4], [1.2, -0.2, -0.1], [-0.5, 0.7, 1.6], [0.0, 0.3, -1.2], [-1.2, -0.5, 1.2], [0.2, 0.5, -0.2], [-0.7, 0.1, 0.0], [0.1, 0.9, -0.4], [0.4, -1.0, -0.3], [0.7, 0.8, -0.2], [0.0, -0.6, -0.4], [-0.5, 1.1, 1.8], [-0.8, 0.3, -0.6], [0.5, 0.0, 0.2], [1.0, 1.0, -0.5], [-0.6, -1.3, -1.0], [0.7, 1.1, 1.3], [-0.8, 0.5, -0.2], [1.1, 0.3, 0.3], [-0.4, 0.2, -0.6], [1.3, -0.6, 0.9], [-0.6, 1.1, -1.1], [0.5, -1.5, -0.1], [0.1, 1.2, -0.4], [-0.1, -1.1, 0.1], [0.3, 0.8, -1.1], [0.3, -0.3, 0.7], [-0.7, 0.1, -0.2], [-1.0, 0.5, 0.4], [0.4, -0.3, 1.1], [1.1, -0.5, -0.2], [-1.1, 0.0, -0.3], [-1.1, -0.2, 0.2], [0.5, -0.9, -0.4], [0.3, -0.1, 1.0], [0.1, 1.1, -0.3], [1.0, -0.3, 0.8], [-0.6, -0.9, 0.3], [1.2, -0.3, 0.1], [0.3, 0.5, 1.2], [-1.2, -0.4, 0.0], [0.1, -0.7, 0.9], [0.4, 0.9, 0.3], [-1.3, 0.3, 0.0], [-0.7, -0.2, -0.7], [-0.6, -0.7, -0.3], [0.7, 0.4, -1.0], [0.1, 0.4, 0.9], [-0.3, -0.9, 0.0], [0.9, -0.1, -0.8], [1.0, 0.6, -0.2], [-0.7, 0.4, 0.6], [1.0, -0.3, 0.6], [0.3, -0.5, -1.0], [-0.3, -0.3, -0.9], [0.7, -0.9, 0.4], [-0.1, 0.9, 0.5], [0.6, -0.7, 0.8], [-0.5, 0.7, 0.7], [-0.3, -1.1, 0.7], [-1.0, 0.6, 0.3], [0.2, 0.5, -0.8], [-0.2, -0.2, -0.9], [0.7, -1.0, 0.2], [0.6, 0.7, 0.6], [-0.8, 0.0, -1.1], [-0.6, -0.8, -0.6], [1.0, -0.6, -0.1], [-0.8, -0.9, -0.2], [0.6, -0.7, 0.8], [-0.3, -0.3, 1.1], [0.5, 0.8, 0.2], [-0.5, 0.5, 0.9], [-0.7, -0.9, 0.0], [0.9, 0.7, -0.4], [-0.1, -0.6, -0.9], [-0.5, -0.8, 0.8], [-0.5, -0.4, -1.0], [1.2, 0.2, 0.0], [-0.9, 0.1, 0.9], [-1.1, -0.6, -0.2], [0.6, -0.3, -0.9], [0.1, 1.2, 0.4]], "energy_ha": -1480.43299, "total_charge": 1, "fmax_ev_per_a": 2.87}